Entry from OMol25: the molecule C2H3I2N3 in a non-equilibrium geometry (ωB97M-V/def2-TZVPD).

Values from the calculation:
Multiplicity: 1
Energy relative to the best compared isomer or geometry (same formula, charge and spin) (kJ/mol): 238.86
Charge: 0
HOMO-LUMO gap (spin up / spin down) (eV): 6.69 / 6.69
M (g mol⁻¹): 322.9
Energy (eV): -22788.5584
Highest occupied orbital energy (spin up / spin down) (Eh): -0.2921 / -0.2921

Positions of all 10 atoms, in Å:
C1 -0.39 0.42 0.99
C2 1.76 0.14 -0.99
N1 0.87 -0.67 -0.94
N2 0.01 -1.37 -0.48
N3 -0.78 -0.97 0.51
I1 2.33 1.43 -2.60
I2 -2.81 -1.18 0.13
H1 0.70 0.49 1.17
H2 -1.08 0.51 1.96
H3 -0.60 1.21 0.26

Entry from OMol25: C25H76B3N4O8Zn as an isolated structure in a non-equilibrium geometry (ωB97M-V/def2-TZVPD).

Values from the calculation:
Multiplicity: 1
Charge: -1
HOMO-LUMO gap (eV): 7.75
M (g mol⁻¹): 658.7
Energy (eV): -99931.9501
Highest occupied orbital energy (Eh): -0.1945

Positions of all 117 atoms, in Å:
Zn1 -0.41 0.78 -0.58
B1 -1.54 2.59 -0.47
H1 -2.09 3.48 -0.23
H2 -1.76 2.29 -1.49
H3 -0.50 2.86 -0.36
H4 -1.79 1.74 0.15
B2 -1.35 -0.97 -1.01
H5 -1.80 -0.02 -1.21
H6 -0.29 -1.03 -1.19
H7 -1.37 -1.28 0.03
H8 -1.77 -1.64 -1.74
B3 0.65 0.38 1.14
H9 0.56 1.42 0.85
H10 -0.36 0.03 1.27
H11 0.96 -0.17 0.27
H12 1.25 0.23 2.03
C1 0.88 -3.42 0.91
O1 1.42 -3.17 2.16
C2 2.86 -3.33 2.32
C3 3.15 -2.97 3.78
N1 3.13 -1.53 4.05
C4 3.49 -1.22 5.45
C5 3.17 0.26 5.93
O2 1.81 0.25 6.32
C6 1.32 1.46 6.81
H13 1.31 -2.70 0.21
H14 -0.19 -3.23 1.01
H15 1.11 -4.48 0.81
H16 3.49 -2.71 1.69
H17 3.12 -4.39 2.32
H18 4.14 -3.35 4.02
H19 2.41 -3.53 4.36
H20 3.79 -0.99 3.50
H21 4.56 -1.33 5.63
H22 2.98 -1.93 6.10
H23 3.39 0.87 5.05
H24 3.93 0.55 6.66
H25 0.25 1.41 7.00
H26 1.55 2.31 6.16
H27 1.76 1.61 7.80
C7 1.24 3.06 3.41
O3 0.12 2.44 4.14
C8 -1.12 3.14 4.13
C9 -2.35 2.29 4.51
N2 -2.48 1.22 3.42
C10 -3.49 0.24 3.60
C11 -3.51 -0.93 2.53
O4 -2.54 -1.80 2.87
C12 -2.86 -3.15 2.25
H28 1.40 4.10 3.68
H29 1.07 2.98 2.34
H30 2.20 2.55 3.53
H31 -1.24 3.50 3.11
H32 -1.06 4.05 4.73
H33 -3.25 2.88 4.37
H34 -2.52 1.84 5.48
H35 -2.65 1.66 2.53
H36 -4.44 0.77 3.53
H37 -3.60 -0.11 4.63
H38 -3.29 -0.45 1.57
H39 -4.45 -1.47 2.63
H40 -2.02 -3.84 2.30
H41 -3.08 -3.07 1.18
H42 -3.69 -3.68 2.71
C13 4.10 3.96 -0.96
O5 3.30 3.31 -1.86
C14 1.86 3.20 -1.56
C15 0.95 2.43 -2.48
N3 0.83 0.97 -2.22
C16 2.05 0.24 -2.30
C17 2.93 0.51 -3.60
O6 2.14 0.35 -4.76
C18 2.71 0.66 -6.12
H43 3.79 4.96 -0.68
H44 5.11 3.85 -1.36
H45 4.21 3.30 -0.10
H46 1.36 4.17 -1.51
H47 1.96 2.70 -0.60
H48 1.21 2.55 -3.53
H49 0.02 2.99 -2.44
H50 0.44 0.68 -3.11
H51 1.84 -0.83 -2.29
H52 2.63 0.45 -1.40
H53 3.79 -0.16 -3.68
H54 3.34 1.52 -3.66
H55 3.14 1.66 -6.02
H56 1.91 0.62 -6.86
H57 3.60 0.07 -6.36
C19 -3.65 -0.66 -4.24
C20 -2.28 -0.07 -4.75
C21 -2.42 1.48 -4.69
O7 -3.16 1.88 -5.79
C22 -3.36 3.28 -5.96
N4 -1.07 -0.49 -4.15
H58 -3.86 -1.73 -4.14
H59 -4.44 -0.37 -4.94
H60 -3.93 -0.17 -3.31
H61 -2.13 -0.32 -5.80
H62 -1.41 1.87 -4.83
H63 -2.90 1.99 -3.86
H64 -4.03 3.78 -5.25
H65 -3.73 3.34 -6.98
H66 -2.46 3.88 -5.98
H67 -0.91 -1.40 -4.56
H68 -1.33 -0.73 -3.21
C23 0.17 -4.25 -2.59
C24 -1.32 -4.71 -2.49
C25 -1.62 -4.87 -1.03
O8 -2.06 -3.68 -3.13
H69 0.97 -4.84 -2.15
H70 0.12 -3.24 -2.19
H71 0.45 -4.10 -3.63
H72 -1.44 -5.57 -3.14
H73 -2.63 -5.26 -0.86
H74 -1.49 -4.02 -0.37
H75 -0.93 -5.60 -0.62
H76 -1.98 -2.92 -2.55

Entry from OMol25: a 7-piece molecular cluster, C26H60Cl6N6O6P2 overall in a non-equilibrium geometry (ωB97M-V/def2-TZVPD).

Values from the calculation:
Multiplicity: 2
Energy relative to the best compared isomer or geometry (same formula, charge and spin) (kJ/mol): 0.00
Charge: +1
HOMO-LUMO gap (spin up / spin down) (eV): 8.20 / 3.36
M (g mol⁻¹): 827.5
Energy (eV): -142867.8390
Highest occupied orbital energy (spin up / spin down) (Eh): -0.3798 / -0.3798

Positions of all 106 atoms, in Å:
Cl1 1.09 -1.52 4.10
C1 2.39 -2.00 3.01
C2 3.78 -1.32 3.41
Cl2 4.35 -1.90 5.01
H1 1.97 -1.88 2.01
H2 2.45 -3.08 3.13
H3 3.63 -0.24 3.51
H4 4.58 -1.46 2.68
Cl3 -1.54 0.63 2.44
C3 -1.03 -0.38 1.04
C4 -1.96 -1.46 0.44
Cl4 -2.71 -2.59 1.63
H5 -0.15 -0.91 1.42
H6 -0.65 0.25 0.24
H7 -1.33 -2.13 -0.15
H8 -2.74 -0.94 -0.13
Cl5 0.44 5.12 0.83
C5 1.02 3.46 1.01
C6 1.70 3.24 2.32
Cl6 0.53 3.41 3.63
H9 1.82 3.37 0.28
H10 0.31 2.68 0.74
H11 2.58 3.85 2.55
H12 2.16 2.26 2.33
O1 -2.62 1.34 -1.28
P1 -3.86 2.20 -1.37
N1 -3.90 3.59 -0.28
C7 -2.67 4.35 -0.12
C8 -5.11 4.35 -0.04
N2 -5.31 1.34 -1.04
C9 -5.63 0.98 0.35
C10 -5.92 0.44 -2.05
N3 -4.20 2.89 -2.88
C11 -3.19 2.91 -3.95
C12 -5.46 3.47 -3.31
H13 -1.79 3.74 0.07
H14 -2.85 5.14 0.60
H15 -2.43 4.90 -1.03
H16 -5.09 4.82 0.95
H17 -6.00 3.72 0.00
H18 -5.38 5.11 -0.77
H19 -5.27 1.82 0.93
H20 -6.67 0.73 0.54
H21 -5.01 0.15 0.70
H22 -5.52 0.68 -3.03
H23 -5.68 -0.58 -1.74
H24 -7.00 0.56 -2.09
H25 -3.39 3.63 -4.74
H26 -2.21 3.14 -3.54
H27 -3.12 1.91 -4.39
H28 -5.23 4.34 -3.93
H29 -6.14 3.68 -2.48
H30 -5.97 2.68 -3.86
O2 3.97 -2.94 0.36
P2 3.88 -3.86 -0.84
N4 5.21 -3.58 -1.84
C13 4.97 -2.75 -3.06
C14 6.54 -3.58 -1.29
N5 2.44 -3.78 -1.75
C15 2.20 -4.74 -2.82
C16 1.17 -3.27 -1.21
N6 3.98 -5.46 -0.34
C17 4.54 -6.54 -1.22
C18 2.92 -5.98 0.60
H31 4.09 -3.01 -3.64
H32 5.72 -3.02 -3.81
H33 5.03 -1.67 -2.92
H34 7.13 -4.40 -1.70
H35 6.58 -3.77 -0.21
H36 6.96 -2.59 -1.40
H37 1.88 -5.72 -2.47
H38 1.40 -4.43 -3.50
H39 3.09 -4.93 -3.42
H40 1.39 -2.48 -0.49
H41 0.64 -2.81 -2.05
H42 0.66 -4.03 -0.62
H43 5.37 -6.17 -1.81
H44 5.00 -7.37 -0.68
H45 3.81 -6.91 -1.95
H46 3.25 -6.89 1.09
H47 2.08 -6.25 -0.03
H48 2.57 -5.21 1.29
O3 -5.61 4.46 3.57
C19 -4.64 3.99 4.13
O4 -4.27 4.35 5.41
C20 -3.22 3.50 5.86
C21 -3.07 2.48 4.86
C22 -3.55 3.13 3.61
H49 -3.46 3.09 6.84
H50 -2.33 4.13 5.89
H51 -3.70 1.64 5.16
H52 -2.06 2.10 4.67
H53 -3.78 2.51 2.74
H54 -2.80 3.84 3.27
O5 1.92 0.13 0.46
C23 2.69 0.16 -0.50
O6 2.17 0.14 -1.77
C24 3.26 0.20 -2.71
C25 4.42 0.78 -2.01
C26 4.19 0.30 -0.51
H55 2.93 0.86 -3.51
H56 3.33 -0.86 -2.98
H57 4.38 1.87 -2.08
H58 5.37 0.47 -2.45
H59 4.46 1.00 0.28
H60 4.76 -0.58 -0.21

Entry from OMol25: a 2-piece molecular cluster, C5H10O4 overall in a non-equilibrium geometry (ωB97M-V/def2-TZVPD).

Values from the calculation:
Multiplicity: 1
Energy relative to the best compared isomer or geometry (same formula, charge and spin) (kJ/mol): 254.89
Charge: 0
HOMO-LUMO gap (eV): 9.76
M (g mol⁻¹): 134.1
Energy (eV): -13535.2505
Highest occupied orbital energy (Eh): -0.3541

Positions of all 19 atoms, in Å:
C1 -0.11 -0.68 -1.75
C2 0.85 -1.84 -1.71
O1 -1.32 -0.88 -1.32
O2 0.69 0.41 -0.63
H1 -1.18 -1.03 0.21
H2 0.75 1.27 -1.07
H3 -0.02 -0.07 -2.67
H4 0.86 -2.27 -0.71
H5 0.49 -2.60 -2.41
H6 1.86 -1.54 -1.98
C3 -0.73 0.70 0.82
C4 -0.04 1.58 1.77
C5 0.60 1.12 2.84
O3 -1.61 1.29 0.03
O4 -0.88 -0.56 1.12
H7 -1.84 0.61 -0.67
H8 -0.14 2.64 1.57
H9 0.66 0.05 3.03
H10 1.10 1.78 3.53

Entry from OMol25: the molecule BrH2NOS in a non-equilibrium geometry (ωB97M-V/def2-TZVPD).

Values from the calculation:
Multiplicity: 1
Energy relative to the best compared isomer or geometry (same formula, charge and spin) (kJ/mol): 36.32
Charge: 0
HOMO-LUMO gap (eV): 9.51
M (g mol⁻¹): 144.0
Energy (eV): -84446.6674
Highest occupied orbital energy (Eh): -0.3693

Positions of all 6 atoms, in Å:
N1 0.89 -0.23 0.08
O1 -0.54 1.62 -0.28
S1 -0.54 0.32 0.64
Br1 -2.29 -0.94 -0.17
H1 1.26 0.35 -0.67
H2 1.23 -1.11 0.40

Entry from OMol25: a 2-piece molecular cluster, C4H7BN2O overall in a non-equilibrium geometry (ωB97M-V/def2-TZVPD).

Values from the calculation:
Multiplicity: 1
Energy relative to the best compared isomer or geometry (same formula, charge and spin) (kJ/mol): 205.74
Charge: 0
HOMO-LUMO gap (eV): 10.88
M (g mol⁻¹): 109.9
SMILES: O=Bc1cn[nH]c1.C
Energy (eV): -9963.9876
Highest occupied orbital energy (Eh): -0.3796

Positions of all 15 atoms, in Å:
O1 -0.82 0.64 -2.07
B1 -0.82 0.27 -0.92
C1 -1.04 -0.22 0.48
C2 -0.49 0.20 1.75
N1 -1.17 -0.48 2.69
N2 -2.08 -1.25 2.11
C3 -2.00 -1.19 0.73
H1 0.31 0.96 2.05
H2 -2.33 -2.01 2.63
H3 -2.60 -1.67 0.03
C4 2.56 1.03 -1.83
H4 3.02 1.90 -2.55
H5 1.37 1.03 -1.66
H6 3.14 0.28 -2.65
H7 2.95 0.52 -0.80